Below is a gas-phase ion, CHN4OS (charge -1) in a non-equilibrium geometry, with properties calculated with ωB97M-V/def2-TZVPD.

The frontier orbital gap (alpha / beta) is 5.509 / 5.683 eV. The total energy comes out at -19891.223 eV. Its net charge is -1. As for the multiplicity: 3.

XYZ file:
```
8
Properties=species:S:1:pos:R:3:forces:R:3:lowdin_spin:R:1
C -1.369838 0.786442 0.146156 -0.88 1.96 -1.63 0.028
N -2.742256 -1.288006 -0.072853 -2.53 -2.26 -0.19 0.628
N -2.758981 0.995321 0.033144 4.46 -0.21 1.05 0.208
N -3.286690 -0.240698 -0.034076 -3.77 -0.75 -0.48 0.206
N -0.976878 -0.502622 0.092565 3.41 -1.26 0.81 0.584
O 0.328044 -0.930752 -0.011197 -0.14 1.60 -0.20 0.232
S -0.211339 1.983122 -0.020633 0.79 0.90 0.24 0.099
H 0.999493 -0.193986 -0.208318 -1.35 0.02 0.39 0.014
```
Positions in Å, forces in eV/Å.